Here is a gas-phase ion, CH2ClN2O2 (charge -1) in a non-equilibrium geometry from OMol25. Energies are from wB97M-V/def2-TZVPD.

Results
relative energy (zero: lowest compared OMol25 entry of this formula, charge and spin)	1.415	eV
molar mass	109.5	g/mol
total energy	-20664.510	eV
charge	-1
frontier orbital gap	0.29052	Eh
spin multiplicity	1

Last column: natural (NBO) charge in e.
CARTESIAN COORDINATES (ANGSTROEM)
Cl -2.4459 0.6297 -0.3434  -0.094
O 1.8211 -0.0381 1.7485  -0.556
O 1.6621 -0.1981 -0.4490  -0.608
N 1.1676 -0.0416 0.6980  0.562
N -0.0849 0.0736 0.8692  -0.417
C -0.8254 0.0541 -0.5280  -0.258
H -0.9720 -1.1459 -0.8416  0.177
H -0.3226 0.6662 -1.1537  0.194